No. 1
The following is a quantum chemistry calculation of a structure of composition C18H29AsBIrN10S4, from the Open Molecules 2025 dataset.

Structure (XYZ):
```
64
Properties=species:S:1:pos:R:3:lowdin_spin:R:1
Ir 0.22285 1.44089 -1.14594 1.1084
C -2.44324 1.90733 -3.46643 0.0180
C -2.53356 0.83784 -2.44129 0.0165
C -3.55151 -0.09684 -2.25709 0.0033
C -3.13760 -0.89324 -1.21461 0.0092
N -1.94446 -0.45607 -0.78194 0.0002
N -1.58170 0.61910 -1.52853 0.0205
B -0.98645 -1.15040 0.23238 0.0017
N 0.29573 -1.51421 -0.57403 -0.0010
C 0.90202 -2.66900 -0.86729 0.0171
C 1.86731 -2.42877 -1.82771 0.0059
C 1.78515 -1.06875 -2.10524 0.0168
C 2.50620 -0.29662 -3.15845 0.0137
N 0.84342 -0.51845 -1.32048 0.0187
N -0.56598 -0.15054 1.34634 0.0065
C -0.55486 -0.34051 2.67120 0.0000
C -0.12601 0.82325 3.27135 0.0049
C 0.10657 1.71339 2.22035 0.0104
C 0.56744 3.12561 2.32587 0.0025
N -0.17124 1.10873 1.05805 0.1198
N -1.66745 -2.32221 0.86156 -0.0001
C -2.80268 -2.29065 1.60940 0.0001
C -3.06917 -3.56538 2.03302 0.0001
C -2.02459 -4.34863 1.49783 0.0000
C -1.81286 -5.81785 1.63253 0.0000
N -1.19300 -3.59232 0.80533 0.0001
H -3.13940 1.69568 -4.27381 0.0009
H -2.70406 2.88065 -3.04680 0.0139
H -1.43983 1.97645 -3.88302 0.0058
H -4.45151 -0.19215 -2.83256 0.0001
H -3.59401 -1.76360 -0.78243 0.0003
H 0.57220 -3.57222 -0.38967 0.0008
H 2.50145 -3.15141 -2.30124 0.0003
H 2.41953 -0.81397 -4.11254 0.0007
H 2.07062 0.69232 -3.29989 0.0136
H 3.57284 -0.21046 -2.95036 0.0005
H -0.84944 -1.28159 3.09577 0.0004
H -0.02330 1.01225 4.32075 0.0009
H 1.30164 3.23531 3.12135 0.0000
H 0.99636 3.48167 1.39116 0.0034
H -0.26370 3.78128 2.57975 0.0014
H -3.32976 -1.37243 1.78125 0.0001
H -3.89132 -3.89787 2.63136 0.0000
H -2.56326 -6.25475 2.28806 0.0000
H -1.88227 -6.30804 0.66128 0.0000
H -0.82756 -6.03203 2.04714 0.0000
S -3.14172 5.34275 -1.57381 0.5486
As -1.91281 4.58312 -0.07854 0.0965
S -0.30057 3.63763 -1.38112 0.5008
S -3.20094 2.63562 0.77519 0.5637
S -4.94617 3.33242 1.07887 0.8309
N 4.98748 0.97062 1.65822 -0.0001
C 4.44798 1.51352 0.35908 -0.0003
C 2.93076 1.32997 0.31321 0.0001
N 2.32077 1.97706 -0.85846 0.0118
H 6.01689 0.98125 1.67069 0.0000
H 4.68681 -0.00136 1.81067 0.0000
H 4.66212 1.52396 2.46203 0.0000
H 4.95526 0.96538 -0.43592 0.0000
H 4.74266 2.56238 0.30977 0.0001
H 2.46487 1.73858 1.20816 -0.0002
H 2.67737 0.26844 0.26943 0.0001
H 2.80833 1.68459 -1.70419 0.0053
H 2.39533 2.99322 -0.80499 0.0067
```

* net charge: +2
* E_LUMO (alpha / beta): -6.1 / -7.6 eV
* relative energy (zero: lowest compared OMol25 entry of this formula, charge and spin): 0.00 kcal/mol
* energy: -5208.1605 Eh
* HOMO (alpha / beta): -13.13 / -13.05 eV
* multiplicity: 5
* Kohn-Sham gap (alpha / beta): 6.98 / 5.43 eV
* <S²>: 6.063

No. 2
The following is a quantum chemistry calculation of the ion C5H11N2 with charge +1 at a distorted geometry, from the Open Molecules 2025 dataset.

Structure (XYZ):
```
18
Properties=species:S:1:pos:R:3:nbo_charge:R:1
C 2.90925 0.09634 -0.20279 0.1076
N 2.04673 -0.74995 0.04796 -0.2636
C 0.87497 -1.01665 0.38649 0.2812
C -0.23175 -0.07964 -0.01108 0.0324
C -1.13599 0.03916 1.23350 -0.6385
C -1.16005 -0.57543 -1.12774 -0.6054
N 0.36040 1.23710 -0.28760 -0.8106
H 3.10148 0.84138 0.50826 0.2344
H 3.47208 0.16353 -1.14109 0.2403
H 0.52568 -2.01952 0.77429 0.2625
H -0.63836 0.25507 2.26634 0.2523
H -1.95078 -0.70814 1.25421 0.2434
H -1.52991 1.05611 1.13024 0.2436
H -1.73722 0.28280 -1.30594 0.2304
H -1.75255 -1.39569 -0.78240 0.2328
H -0.63582 -0.74679 -2.10037 0.2288
H -0.41414 1.77163 -0.51680 0.3772
H 0.91908 1.13517 -1.16320 0.3513
```

* net charge: +1
* SMILES string: C=[N+]=CC(C)(C)N
* E_LUMO: -5.1 eV
* relative energy (zero: lowest compared OMol25 entry of this formula, charge and spin): 57.73 kcal/mol
* energy: -306.2915 Eh
* HOMO: -14.52 eV
* Kohn-Sham gap: 9.38 eV

No. 3
The following is a quantum chemistry calculation of a cluster of 5 separate species, C32H66F3IN4O12S2 in total at a distorted geometry, from the Open Molecules 2025 dataset.

Structure (XYZ):
```
120
Properties=species:S:1:pos:R:3:mulliken_charge:R:1
C 6.11683 -1.12283 3.91330 -0.6405
C 6.60775 -1.16090 2.59107 -0.3917
C 5.77360 -0.31761 1.50520 0.7029
O 4.93352 -0.97892 0.84066 -0.4576
O 6.02437 1.05870 1.30667 -0.3328
C 4.80779 1.85571 1.40267 -0.2847
C 4.55228 2.66068 0.03425 -0.5900
C 4.41618 1.69968 -1.25693 -0.5360
C 2.88534 1.63692 -1.76422 -0.7142
C 1.93503 0.78119 -0.75742 0.4469
C 0.58134 1.58758 -0.46491 -0.6905
C -0.57486 0.68703 0.22276 -0.5375
I -0.04025 0.76179 2.32655 0.1480
O -0.40623 -0.74864 -0.07367 -0.3554
S -1.15104 -1.10589 -1.55732 1.1990
O -0.18671 -1.28807 -2.71034 -0.5649
O -1.82812 -2.43669 -1.44472 -0.5626
O -2.09311 0.28550 -1.56699 -0.4569
C -2.09889 0.92678 -0.23909 1.8923
C -3.29717 0.56810 0.76191 -0.7991
C -4.20129 -0.68421 0.33879 -0.8285
C -4.30125 -1.82217 1.48534 0.4308
F -4.03988 -1.59026 2.85877 -0.2830
C -4.72409 -3.12812 1.03270 0.2715
F -3.86813 -4.22085 0.81482 -0.2167
F -6.10392 -3.27951 0.76596 -0.2320
C -2.48983 2.44736 -0.69637 -1.6275
S -2.12001 3.73487 0.57053 1.0508
O -0.77106 4.39037 0.31362 -0.6044
O -2.30261 3.31069 1.99718 -0.5819
H 5.47831 -0.23581 4.24341 0.2222
H 6.39373 -1.95924 4.64594 0.2588
H 7.52004 -1.78228 2.32366 0.3565
H 4.97360 2.64363 2.21867 0.2854
H 3.91563 1.21132 1.71901 0.2203
H 3.57113 3.24667 0.17015 0.2389
H 5.42702 3.38407 -0.14101 0.3958
H 5.03556 2.18059 -2.10155 0.2579
H 4.87554 0.66173 -1.10027 0.2307
H 2.88023 1.17199 -2.81427 0.1703
H 2.42258 2.69013 -1.84388 0.3365
H 2.50588 0.55085 0.21599 -0.0792
H 1.75206 -0.21633 -1.30318 0.2377
H 0.26002 2.07302 -1.44485 0.1038
H 0.87038 2.45062 0.23797 0.4063
H -4.00396 1.47471 0.82122 0.4572
H -2.96758 0.38845 1.84787 0.3257
H -3.88527 -1.22767 -0.60446 0.2900
H -5.28398 -0.31072 0.20126 0.3694
H -3.55748 2.47557 -1.11312 0.6729
H -1.79280 2.66264 -1.59112 0.2993
H -3.05183 4.77233 0.35562 0.0362
C 3.68706 3.66697 -5.97447 -0.7743
O 2.96381 2.55336 -5.47699 -0.3089
C 1.56810 2.58064 -5.75967 -0.5328
C 1.19588 2.10355 -7.17837 0.2921
C 1.49003 3.13366 -8.26662 -1.4107
N 1.87050 0.84558 -7.51970 -0.7396
H 3.09866 4.58853 -5.94323 0.3460
H 4.03137 3.46812 -6.99131 0.2446
H 4.57267 3.80015 -5.34960 0.2532
H 1.11163 1.89071 -5.04222 0.2240
H 1.15138 3.57289 -5.54551 0.4108
H 0.11511 1.92592 -7.18761 0.4147
H 2.55122 3.19108 -8.51562 0.2855
H 0.96325 2.87022 -9.18763 0.3588
H 1.15423 4.13026 -7.96575 0.3318
H 1.59197 0.13346 -6.84700 0.2794
H 2.86570 0.97494 -7.33508 0.3315
C -4.33219 -8.68981 4.36881 -0.6395
O -4.19996 -7.75238 3.31353 -0.4062
C -5.12068 -6.66654 3.36737 -0.5474
C -4.71492 -5.53481 4.33372 0.4668
C -4.94726 -5.87371 5.80444 -1.5472
N -3.31095 -5.14711 4.15072 -0.6751
H -5.37317 -8.81696 4.67963 0.2945
H -3.71425 -8.39040 5.21783 0.2240
H -3.95691 -9.65199 4.01407 0.2658
H -5.14272 -6.25226 2.35447 0.1984
H -6.13404 -7.03105 3.57634 0.4354
H -5.34318 -4.66806 4.10076 0.3530
H -4.18918 -6.54915 6.20528 0.2854
H -4.91302 -4.96469 6.41094 0.3696
H -5.92857 -6.33391 5.95154 0.3442
H -3.18444 -4.82726 3.19223 0.2502
H -2.75292 -6.00023 4.19525 0.3300
C 4.26797 -7.65467 3.85085 -0.6433
O 4.41020 -6.70650 2.80645 -0.3986
C 3.50760 -5.60626 2.87856 -0.7116
C 3.93711 -4.49380 3.85635 0.3660
C 3.70702 -4.84734 5.32418 -1.5104
N 5.34616 -4.12619 3.67089 -0.4839
H 3.22667 -7.76855 4.16560 0.2940
H 4.89514 -7.37598 4.70023 0.2201
H 4.62551 -8.61841 3.48233 0.2586
H 3.48712 -5.17906 1.87116 0.3236
H 2.48966 -5.95654 3.08853 0.4504
H 3.32217 -3.61428 3.63741 0.3494
H 4.45608 -5.54009 5.71248 0.3083
H 3.75929 -3.94659 5.94202 0.3468
H 2.71927 -5.29326 5.47089 0.3640
H 5.47289 -3.79558 2.71567 0.2305
H 5.89134 -4.98885 3.70187 0.2674
C -2.60515 6.08666 -3.17862 -0.7131
O -3.76685 6.08283 -2.36220 -0.3998
C -3.85960 7.18642 -1.46210 -0.6539
C -4.39171 8.48540 -2.10102 0.2055
C -3.36090 9.20815 -2.96511 -1.3971
N -5.59607 8.23926 -2.90340 -0.7336
H -1.73489 6.49508 -2.65726 0.3344
H -2.79456 6.64261 -4.09866 0.2897
H -2.38604 5.05431 -3.46036 0.2478
H -4.57154 6.87531 -0.69011 0.3406
H -2.90162 7.35062 -0.95301 0.4663
H -4.65782 9.16347 -1.28332 0.4375
H -3.22082 8.73373 -3.93817 0.2828
H -3.68356 10.23458 -3.15768 0.3502
H -2.39016 9.25411 -2.46337 0.3426
H -6.31647 7.84861 -2.29881 0.2815
H -5.38211 7.47659 -3.54668 0.3330
```

* SMILES string: C=CC(=O)OCCCCCC[C@]1(I)OS(=O)(=O)O[C@]1(CCC(F)=C(F)F)C[SH](=O)=O.COC[C@@H](C)N.COC[C@@H](C)N.COC[C@@H](C)N.COC[C@@H](C)N
* E_LUMO: -1.2 eV
* energy: -3773.9067 Eh
* HOMO: -8.32 eV
* Kohn-Sham gap: 7.09 eV

No. 4
The following is a quantum chemistry calculation of a cluster of 2 separate species, C6H16NS in total at a distorted geometry, from the Open Molecules 2025 dataset.

Structure (XYZ):
```
24
Properties=species:S:1:pos:R:3:nbo_charge:R:1
C -1.30995 -1.56669 -0.26529 -0.6456
C 2.02515 -1.49343 1.39241 -0.6625
C -0.91340 0.83708 -1.91799 -0.3789
C -1.33971 1.82801 0.51686 -0.4375
C -0.58219 -0.32114 0.16505 0.0009
C 2.02869 -0.67437 0.16269 -0.3722
N -0.63712 0.93736 -0.41593 -0.4550
S 2.44657 0.92047 -0.25494 0.2308
H -1.17689 -1.64031 -1.29541 0.2102
H -2.30079 -1.49208 -0.03013 0.2256
H -0.88341 -2.37322 0.14351 0.2325
H 1.32418 -2.21293 1.42453 0.2298
H 3.03213 -1.86880 1.67281 0.2553
H 1.93276 -0.78549 2.33875 0.2113
H -1.86706 0.50717 -1.95345 0.2155
H -0.84577 1.76025 -2.57566 0.2498
H -0.25730 0.17721 -2.28016 0.2179
H -2.43042 1.58071 0.43006 0.2271
H -1.02143 1.84854 1.56375 0.2516
H -1.38995 2.90146 0.11407 0.2361
H -0.46701 -0.40304 1.16918 0.1896
H 1.86863 -1.34358 -0.74429 0.2390
H 0.45991 1.40283 -0.29659 0.3925
H 2.30437 1.47398 0.93618 0.1362
```

* net charge: +1
* E_LUMO (alpha / beta): -3.5 / -3.6 eV
* relative energy (zero: lowest compared OMol25 entry of this formula, charge and spin): 126.66 kcal/mol
* energy: -690.7097 Eh
* HOMO (alpha / beta): -12.01 / -11.40 eV
* Kohn-Sham gap (alpha / beta): 8.54 / 7.84 eV